No. 1
The molecule C4H5NO, computed with ωB97M-V with the def2-TZVPD basis set.

Its energy is -285.35791 Ha. The calculation puts the energy above the lowest of the compared OMol25 structures with the same formula, charge and spin at 35.56 kcal/mol. Its SMILES is C[C@H]1O[C@H]1C#N. The calculation puts the LUMO energy at 0.9 eV. As for the HOMO energy: -11.120 eV.

Structure (XYZ):
```
11
Properties=species:S:1:pos:R:3:forces:R:3:lowdin_charge:R:1
C 0.543608 -1.144215 -0.554740 0.04 0.00 0.01 -0.029
C -0.685670 -0.437120 -0.060811 0.02 -0.11 -0.27 -0.300
O -0.764613 -0.159203 1.327886 0.00 -0.02 0.19 0.013
C -0.657048 0.945694 0.446299 -0.02 0.22 -0.04 -0.250
C 0.598384 1.685238 0.494335 0.81 0.49 0.02 -0.149
N 1.587969 2.283520 0.520954 -0.98 -0.59 -0.04 0.165
H 0.510846 -2.196223 -0.259681 -0.02 0.10 -0.03 0.086
H 0.592561 -1.097676 -1.646856 -0.01 0.01 0.13 0.089
H 1.450120 -0.695231 -0.140890 -0.12 -0.05 -0.05 0.082
H -1.633690 -0.760384 -0.492865 0.12 0.05 0.06 0.145
H -1.542466 1.575600 0.366369 0.16 -0.10 0.02 0.148
```
Forces are in eV/Å.

No. 2
The molecule C4H5NO, computed with ωB97M-V with the def2-TZVPD basis set.

Its energy is -285.28725 Ha. The calculation puts the energy above the lowest of the compared OMol25 structures with the same formula, charge and spin at 79.91 kcal/mol. Its SMILES is [H]/N=C/C=C=CO. The calculation puts the LUMO energy at 0.3 eV. As for the HOMO energy: -8.744 eV.

Structure (XYZ):
```
11
Properties=species:S:1:pos:R:3:forces:R:3:lowdin_charge:R:1
H 2.367019 -1.230340 -1.525758 -0.04 -0.06 -0.01 0.043
N 1.561061 -0.945291 -0.972950 0.05 0.29 -0.37 0.087
C 1.073521 0.133859 -1.440246 0.10 -0.24 -0.17 -0.266
C -0.044635 0.817852 -0.780357 0.16 0.06 0.11 -0.099
C -0.480945 0.347324 0.358247 0.53 0.15 0.01 -0.010
C -1.158819 -0.244872 1.295528 -0.20 1.31 -0.39 -0.209
O -0.868135 -0.274693 2.623785 -0.10 -0.04 0.13 0.013
H 1.498100 0.683956 -2.285881 0.03 -0.20 -0.11 0.102
H -0.433629 1.747465 -1.187846 0.45 0.16 0.25 0.102
H -2.143663 -0.061050 0.857817 -0.97 -1.52 0.74 0.135
H -1.369875 -0.974211 3.057661 -0.01 0.10 -0.19 0.102
```
Forces are in eV/Å.

No. 3
The molecule C4H5NO, computed with ωB97M-V with the def2-TZVPD basis set.

Its energy is -285.35753 Ha. The calculation puts the energy above the lowest of the compared OMol25 structures with the same formula, charge and spin at 35.80 kcal/mol. Its SMILES is N#CC[C@H]1CO1. The calculation puts the LUMO energy at 0.9 eV. As for the HOMO energy: -11.001 eV.

Structure (XYZ):
```
11
Properties=species:S:1:pos:R:3:forces:R:3:lowdin_charge:R:1
N -2.758199 1.102044 0.389093 1.02 -0.26 -0.51 0.142
C -1.755253 0.850081 -0.129121 -0.91 0.23 0.47 -0.214
C -0.478103 0.529495 -0.773024 0.02 -0.04 -0.06 -0.125
C 0.611466 0.228742 0.237646 -0.12 0.13 0.07 -0.314
C 0.920791 -1.146920 0.623227 -0.15 -0.18 0.19 -0.103
O 1.736006 -0.436874 -0.299456 0.21 0.05 -0.17 -0.032
H -0.179320 1.372845 -1.404052 -0.04 -0.07 0.09 0.130
H -0.613171 -0.336225 -1.428763 0.00 0.09 0.08 0.131
H 0.841357 1.036082 0.933797 -0.04 -0.13 -0.10 0.151
H 1.379522 -1.349346 1.587958 -0.06 0.06 -0.10 0.115
H 0.339049 -1.964224 0.199756 0.06 0.11 0.02 0.119
```
Forces are in eV/Å.

No. 4
A structure of composition C4H5NO, computed with ωB97M-V with the def2-TZVPD basis set.

Its energy is -285.34208 Ha. The calculation puts the energy above the lowest of the compared OMol25 structures with the same formula, charge and spin at 45.49 kcal/mol. The calculation puts the LUMO energy at 0.9 eV. As for the HOMO energy: -9.172 eV.

Structure (XYZ):
```
11
Properties=species:S:1:pos:R:3:forces:R:3:lowdin_charge:R:1
C -1.865998 0.090363 0.124347 -0.19 -0.12 0.06 -0.002
C -0.421365 -0.153871 0.087997 -0.06 0.81 -0.25 -0.366
C 0.598789 0.633543 -0.264935 -0.08 0.07 -0.03 0.031
C 1.480215 -0.483725 0.046788 -0.02 -0.14 0.03 -0.340
N 2.670378 -0.843001 0.065853 -0.68 -0.31 0.14 0.178
O 0.246805 -1.303308 0.431278 1.24 0.28 -0.19 0.039
H -2.239789 -0.000217 1.146036 -0.10 -0.04 -0.07 0.094
H -2.026180 1.112782 -0.241027 -0.12 -0.34 0.13 0.094
H -2.390779 -0.620531 -0.515824 -0.09 0.02 0.08 0.094
H 0.686420 1.644896 -0.617937 0.18 -0.05 0.00 0.103
H 3.261502 -0.076927 -0.262571 -0.10 -0.16 0.10 0.074
```
Forces are in eV/Å.

No. 5
The molecule C4H5NO, computed with ωB97M-V with the def2-TZVPD basis set.

Its energy is -285.36676 Ha. The calculation puts the energy above the lowest of the compared OMol25 structures with the same formula, charge and spin at 30.01 kcal/mol. Its SMILES is Oc1ccc[nH]1. The calculation puts the LUMO energy at 0.8 eV. As for the HOMO energy: -7.796 eV.

Structure (XYZ):
```
11
Properties=species:S:1:pos:R:3:forces:R:3:lowdin_charge:R:1
O -2.003175 -0.281570 0.027205 -0.39 -0.73 0.55 0.056
C -0.646480 -0.309670 0.079097 2.00 0.18 -1.21 -0.342
C 0.355532 -0.944422 -0.722994 -1.16 3.92 3.37 -0.003
C 1.514775 -0.147622 -0.537692 -1.58 0.21 0.94 -0.113
C 1.209785 0.915336 0.278263 2.01 -0.12 -0.89 -0.148
N -0.050540 0.756176 0.713173 0.72 -1.67 -2.28 0.089
H -2.377041 -1.091179 0.399316 0.04 0.10 -0.12 0.111
H 0.226148 -1.868564 -1.078931 -0.26 -3.13 -1.87 0.050
H 2.512972 -0.338005 -0.702608 1.82 -0.63 -1.19 0.066
H 1.912341 1.767448 0.368946 -1.05 -0.60 0.84 0.124
H -0.496911 1.407907 1.223374 -2.16 2.46 1.85 0.110
```
Forces are in eV/Å.

No. 6
The molecule C4H5NO, computed with ωB97M-V with the def2-TZVPD basis set.

Its energy is -285.25119 Ha. The calculation puts the energy above the lowest of the compared OMol25 structures with the same formula, charge and spin at 102.53 kcal/mol. Its SMILES is CC=C=CN=O. The calculation puts the LUMO energy at -0.3 eV. As for the HOMO energy: -9.081 eV.

Structure (XYZ):
```
11
Properties=species:S:1:pos:R:3:forces:R:3:lowdin_charge:R:1
C 0.530384 -0.580184 1.531267 0.00 -0.08 0.02 -0.081
C 0.743796 -0.007133 0.165801 0.12 -0.12 -0.21 -0.151
C 0.269554 -0.354214 -1.008921 -0.12 0.41 0.32 -0.024
C -0.630166 0.024096 -1.891059 0.12 -0.15 -0.01 -0.129
N -1.569459 1.046442 -1.417951 -0.02 0.12 0.43 -0.038
O -1.472315 1.353140 -0.258085 -0.27 0.07 -0.62 -0.032
H -0.331075 -1.248468 1.596137 0.15 0.07 -0.15 0.083
H 1.427854 -1.114240 1.858249 -0.11 0.02 0.03 0.078
H 0.375636 0.255972 2.221918 0.02 -0.17 -0.09 0.084
H 1.423560 0.844028 0.108535 0.11 -0.07 0.04 0.125
H -0.761582 -0.236741 -2.933085 0.00 -0.11 0.23 0.085
```
Forces are in eV/Å.

No. 7
The molecule C4H5NO, computed with ωB97M-V with the def2-TZVPD basis set.

Its energy is -285.35985 Ha. The calculation puts the energy above the lowest of the compared OMol25 structures with the same formula, charge and spin at 34.35 kcal/mol. Its SMILES is C#CCC(N)=O. The calculation puts the LUMO energy at 0.8 eV. As for the HOMO energy: -9.807 eV.

Structure (XYZ):
```
11
Properties=species:S:1:pos:R:3:forces:R:3:lowdin_charge:R:1
C -0.629446 0.906487 2.119799 0.14 -0.07 -0.30 0.106
C -0.635794 0.843710 0.918392 0.14 -0.04 0.38 -0.150
C -0.632267 0.664536 -0.533560 0.15 0.02 0.14 -0.121
C 0.297694 -0.432355 -1.085468 -0.76 -0.42 -0.51 -0.529
N 1.135082 -1.155779 -0.292236 -0.01 -0.14 0.04 0.164
O 0.094706 -0.782544 -2.234241 0.14 0.14 0.14 0.039
H -0.582731 0.927496 3.188124 -0.09 0.08 -0.25 0.027
H -0.453122 1.602724 -1.070598 0.15 -0.15 0.16 0.126
H -1.625160 0.333711 -0.870768 0.25 0.06 0.14 0.132
H 1.361418 -2.059808 -0.674573 0.34 0.20 -0.14 0.108
H 1.659884 -0.853152 0.507113 -0.45 0.32 0.19 0.100
```
Forces are in eV/Å.

No. 8
The molecule C4H5NO, computed with ωB97M-V with the def2-TZVPD basis set.

Its energy is -285.33656 Ha. The calculation puts the energy above the lowest of the compared OMol25 structures with the same formula, charge and spin at 48.96 kcal/mol. Its SMILES is [H]/N=C1/C=CCO1. The calculation puts the LUMO energy at 0.9 eV. As for the HOMO energy: -9.520 eV.

Structure (XYZ):
```
11
Properties=species:S:1:pos:R:3:forces:R:3:lowdin_charge:R:1
H 3.120445 -0.569019 -0.121468 -0.55 -0.35 0.14 0.051
N 2.405306 0.143671 -0.248656 -0.79 -0.81 0.27 0.142
C 1.164874 -0.121900 -0.073815 -0.68 0.48 -0.06 -0.469
C 0.210796 0.983846 -0.279863 -0.37 0.30 -0.05 -0.032
C -1.042948 0.616497 -0.060620 -0.17 0.40 -0.12 -0.119
C -1.223936 -0.779836 0.315161 1.79 -0.32 -0.09 -0.016
O 0.431811 -1.246419 0.283393 -2.19 0.48 0.12 -0.033
H 0.598142 1.945558 -0.578238 -0.17 0.05 0.03 0.111
H -1.986812 1.143689 -0.107679 0.30 0.69 -0.21 0.114
H -1.904397 -1.279925 -0.421517 1.41 -0.36 0.33 0.125
H -1.773276 -0.836159 1.293301 1.44 -0.56 -0.35 0.126
```
Forces are in eV/Å.

No. 9
A structure of composition C4H5NO, computed with ωB97M-V with the def2-TZVPD basis set.

Its energy is -285.21686 Ha. The calculation puts the energy above the lowest of the compared OMol25 structures with the same formula, charge and spin at 124.07 kcal/mol. The calculation puts the LUMO energy at 0.3 eV. As for the HOMO energy: -7.791 eV.

Structure (XYZ):
```
11
Properties=species:S:1:pos:R:3:forces:R:3:lowdin_charge:R:1
O 2.015328 -0.187193 -0.328610 0.12 0.21 0.12 0.026
C 0.662831 -0.093668 -0.099195 -0.40 0.12 0.06 -0.337
C -0.115000 -1.258143 -0.533672 -0.14 0.08 0.03 -0.184
N -1.386143 -1.273576 -0.443547 0.30 -0.18 -0.13 0.097
C -1.104963 1.467370 1.042003 0.27 -0.10 -0.27 0.097
C -0.046111 0.906009 0.429880 -0.30 -0.24 0.10 -0.181
H 2.469139 0.594002 0.007456 -0.07 -0.11 -0.04 0.106
H 0.498178 -2.080540 -0.924063 -0.11 0.07 0.05 0.124
H -1.760272 -2.163203 -0.767998 0.03 0.06 0.03 0.048
H -1.579529 2.253672 0.432604 0.09 -0.04 0.11 0.047
H 0.265226 1.808397 1.185253 0.21 0.11 -0.06 0.156
```
Forces are in eV/Å.

No. 10
The molecule C4H5NO, computed with ωB97M-V with the def2-TZVPD basis set.

Its energy is -285.28766 Ha. The calculation puts the energy above the lowest of the compared OMol25 structures with the same formula, charge and spin at 79.65 kcal/mol. Its SMILES is C[C@@]1(C#N)CO1. The calculation puts the LUMO energy at 0.8 eV. As for the HOMO energy: -10.009 eV.

Structure (XYZ):
```
11
Properties=species:S:1:pos:R:3:forces:R:3:lowdin_charge:R:1
C 0.731241 1.019060 0.126610 0.41 0.21 -0.34 -0.012
C 0.076513 -0.294993 -0.115822 0.67 0.40 -0.33 -0.513
C 0.552245 -1.401366 0.748906 0.27 -0.43 0.52 -0.121
N 1.026890 -2.266706 1.356878 -0.66 1.06 -0.64 0.172
C -1.383065 -0.304423 -0.644652 1.31 1.13 1.41 -0.057
O -0.282030 -0.816834 -1.354307 -0.06 -0.58 -0.26 0.019
H 1.765207 0.960238 -0.194956 0.31 0.35 0.05 0.089
H 0.189130 1.789659 -0.420695 0.28 0.04 -0.02 0.089
H 0.697523 1.264603 1.198137 -0.01 -0.16 -0.33 0.104
H -1.571873 -0.613105 0.369079 -2.56 -1.88 -0.41 0.115
H -1.751533 0.641333 -1.036155 0.03 -0.15 0.36 0.116
```
Forces are in eV/Å.

No. 11
A structure of composition C4H5NO, computed with ωB97M-V with the def2-TZVPD basis set.

Its energy is -285.34466 Ha. The calculation puts the energy above the lowest of the compared OMol25 structures with the same formula, charge and spin at 43.88 kcal/mol. The calculation puts the LUMO energy at 0.9 eV. As for the HOMO energy: -10.854 eV.

Structure (XYZ):
```
11
Properties=species:S:1:pos:R:3:forces:R:3:lowdin_charge:R:1
N 2.664424 -0.995350 0.145087 -0.91 0.75 0.06 0.159
C 1.765934 -0.266705 0.167851 0.73 -0.60 -0.01 -0.149
C 0.611228 0.665477 0.128032 0.13 0.20 -0.14 -0.319
C -0.516654 0.190205 -0.785256 -0.07 -0.03 -0.24 -0.090
C -1.003808 -0.511624 0.473836 -0.12 -0.15 0.05 -0.148
O -0.273384 0.501921 1.251724 -0.10 -0.18 0.11 -0.078
H 0.992020 1.680779 -0.012733 -0.13 -0.09 0.23 0.150
H -1.162022 1.063552 -0.909220 0.03 -0.18 -0.27 0.120
H -0.353828 -0.316942 -1.734187 0.19 -0.09 0.17 0.118
H -2.089391 -0.619543 0.569040 0.21 0.55 0.56 0.119
H -0.544194 -1.463831 0.744098 0.03 -0.18 -0.51 0.117
```
Forces are in eV/Å.

No. 12
The molecule C4H5NO, computed with ωB97M-V with the def2-TZVPD basis set.

Its energy is -285.34278 Ha. The calculation puts the energy above the lowest of the compared OMol25 structures with the same formula, charge and spin at 45.06 kcal/mol. Its SMILES is C#CCNC=O. The calculation puts the LUMO energy at 0.9 eV. As for the HOMO energy: -10.056 eV.

Structure (XYZ):
```
11
Properties=species:S:1:pos:R:3:forces:R:3:lowdin_charge:R:1
C 1.044937 -1.922845 -0.287728 0.01 0.46 -0.09 0.113
C 1.061813 -0.727653 -0.436824 0.01 -0.69 0.09 -0.116
C 0.783271 0.714111 -0.351896 0.18 0.02 -0.13 -0.205
N -0.279259 0.865363 0.636639 -0.10 -0.06 0.07 0.008
C -1.539861 0.490711 0.235788 -0.23 0.12 -0.49 -0.358
O -1.951339 0.572323 -0.901822 0.24 -0.08 0.52 0.035
H 0.960379 -2.976236 -0.134223 0.20 0.14 -0.15 0.029
H 0.431524 1.111065 -1.304721 0.01 -0.08 0.08 0.120
H 1.663880 1.287611 -0.051189 -0.12 -0.12 -0.01 0.118
H -0.020080 0.488063 1.538098 -0.08 0.10 0.02 0.127
H -2.155269 0.097490 1.057873 -0.12 0.19 0.09 0.130
```
Forces are in eV/Å.

no.,HOMO-LUMO gap (eV)
1,11.996
2,9.067
3,11.851
4,10.053
5,8.583
6,8.737
7,10.643
8,10.396
9,8.062
10,10.783
11,11.708
12,10.930